Entry 1:
DFT (ωB97M-V/def2-TZVPD) results for a 2-piece molecular cluster, C5H15N5 overall in a non-equilibrium geometry.

Summary:
Energy relative to the best compared isomer or geometry (same formula, charge and spin) (eV): 0.623
2S+1: 1
Net charge: +2

Last column: Löwdin charge in e.
CARTESIAN COORDINATES (ANGSTROEM)
N -0.445 2.407 2.063  0.224
N 0.272 3.477 0.134  0.243
N -2.257 0.156 -1.348  0.196
N -0.839 1.491 -0.029  0.202
N 0.657 -1.637 -0.283  -0.160
C -1.291 0.557 -0.690  -0.156
C 0.407 -1.268 1.096  -0.032
C -0.381 2.480 0.734  -0.407
C 1.857 -1.100 -0.902  0.003
C 0.251 -2.937 -0.737  0.002
H 0.934 -1.858 1.798  0.110
H -0.414 3.156 2.735  0.145
H -3.095 0.670 -1.636  0.166
H 0.305 3.364 -0.820  0.101
H 2.512 -1.887 -1.188  0.110
H 0.530 -0.149 1.143  0.086
H -0.538 -3.233 -0.187  0.063
H 0.311 4.433 0.505  0.169
H 2.394 -0.444 -0.250  0.105
H -0.900 1.675 2.603  0.144
H -2.213 -0.779 -1.868  0.182
H 1.660 -0.558 -1.784  0.099
H -0.696 -1.444 1.360  0.134
H 1.060 -3.637 -0.644  0.127
H -0.081 -2.934 -1.804  0.141

---

Entry 2:
DFT (ωB97M-V/def2-TZVPD) results for a 2-piece molecular cluster, C3H3Br3O overall in a non-equilibrium geometry.

Summary:
Energy relative to the best compared isomer or geometry (same formula, charge and spin) (eV): 3.350
2S+1: 1

Last column: Löwdin charge in e.
CARTESIAN COORDINATES (ANGSTROEM)
Br 1.856 2.283 -0.084  0.634
Br -1.979 1.421 -0.234  0.800
Br 2.495 -0.920 -0.169  0.844
O 0.202 -1.933 -0.752  -0.134
C 1.585 0.532 0.493  -1.155
C -0.985 0.064 -0.821  -0.656
C -0.442 -1.066 -0.220  -0.578
H -0.725 -1.223 0.914  0.146
H 1.000 0.575 1.440  0.017
H -0.494 0.368 -1.782  0.081

---

Entry 3:
DFT (ωB97M-V/def2-TZVPD) results for C40H39N8OS3Y as an isolated structure.

Summary:
<S²>: 0.763
Energy relative to the best compared isomer or geometry (same formula, charge and spin) (eV): 1.068
2S+1: 2
Net charge: -1

Last column: Löwdin spin population.
CARTESIAN COORDINATES (ANGSTROEM)
Y -0.383 -0.572 0.163  0.004
S 4.586 -6.010 3.161  0.206
S -5.116 1.034 -0.304  0.000
S -1.717 -2.188 2.124  0.000
O -0.250 0.331 2.321  0.000
N 2.856 2.388 -2.026  0.000
N 5.714 3.951 -4.668  0.000
N 1.736 -1.943 0.933  0.150
N 0.811 1.704 0.165  0.000
N 5.129 -5.698 0.577  0.058
N -2.602 0.841 0.226  0.000
N -0.396 -0.298 3.475  0.000
N 2.724 0.921 1.209  0.003
C 0.089 2.733 -0.286  0.000
C -5.123 3.044 1.675  0.000
C 2.633 -3.632 2.421  0.062
C -4.053 -2.085 -3.340  0.000
C 3.402 3.609 -4.015  0.000
C 1.039 0.017 -5.363  0.000
C 4.765 3.416 -3.802  0.000
C 1.797 -2.597 2.132  0.048
C -1.949 -2.536 -2.249  0.000
C -3.304 -0.761 -1.481  0.000
C -1.100 -1.472 3.539  0.000
C -4.386 3.756 2.603  0.000
C 3.529 -4.135 1.434  0.145
C 1.604 -2.361 -4.822  0.000
C 3.495 -3.423 0.196  0.075
C -0.680 -1.467 5.935  0.000
C -3.019 3.505 2.765  0.000
C 2.624 -2.386 0.003  0.039
C -3.103 1.821 1.071  0.000
C -1.230 -2.046 4.822  0.000
C -3.526 0.337 -0.538  0.000
C 1.527 4.326 0.713  0.000
C 0.147 0.285 4.565  0.000
C -4.261 -1.037 -2.466  0.000
C 1.925 1.966 0.860  0.000
C 0.395 4.055 -0.051  0.000
C 4.160 2.217 -1.824  0.000
C 2.503 3.079 -3.104  0.000
C 4.378 -5.243 1.668  0.177
C 3.294 -0.552 -4.439  0.000
C -2.370 2.547 2.011  0.000
C 0.029 -0.268 5.808  0.000
C -4.468 2.081 0.917  0.000
C 5.144 2.703 -2.667  0.000
C 2.298 3.286 1.170  0.000
C 1.800 -0.900 -4.395  0.000
C 1.275 -0.718 -3.031  0.000
C 0.814 -0.579 -1.908  0.000
C -2.888 -2.841 -3.222  0.000
C -2.114 -1.491 -1.328  0.000
H 0.545 -2.623 -4.797  0.000
H -1.769 -2.980 4.879  0.000
H 3.681 -0.666 -5.457  0.000
H 1.436 3.200 -3.262  0.000
H 1.984 -2.520 -5.836  0.000
H 5.389 4.122 -5.606  0.000
H -5.154 -0.427 -2.560  0.000
H 2.133 -3.030 -4.141  0.000
H 2.614 -4.087 3.401  0.006
H 2.614 -1.848 -0.936  0.001
H -4.780 -2.308 -4.111  0.000
H 5.548 -6.595 0.769  0.006
H 3.398 1.074 1.938  0.000
H 1.199 1.063 -5.095  0.000
H -2.457 4.070 3.498  0.000
H 3.201 3.463 1.741  0.000
H 3.861 -1.207 -3.776  0.000
H 4.428 1.639 -0.945  0.000
H -0.031 -0.188 -5.318  0.000
H -0.238 4.841 -0.437  0.000
H 6.190 2.518 -2.454  0.000
H 6.613 3.499 -4.645  0.000
H 3.049 4.156 -4.882  0.000
H 0.485 0.220 6.657  0.000
H -0.786 2.469 -0.871  0.000
H 2.353 -0.025 1.138  0.001
H 1.807 5.348 0.940  0.000
H 1.386 -0.137 -6.390  0.000
H 3.455 0.477 -4.117  0.000
H 0.672 1.203 4.349  0.000
H -1.039 -3.128 -2.216  0.000
H -1.319 2.331 2.145  0.000
H -6.182 3.228 1.543  0.000
H -2.713 -3.664 -3.908  0.000
H 4.186 -3.655 -0.604  0.007
H -4.871 4.510 3.210  0.000
H -0.785 -1.942 6.902  0.000
H 1.129 -2.234 2.903  0.002
H 4.648 -5.675 -0.311  0.006

---

Entry 4:
DFT (ωB97M-V/def2-TZVPD) results for a 2-piece molecular cluster, C3H10N2O2 overall.

Summary:
Energy relative to the best compared isomer or geometry (same formula, charge and spin) (eV): 0.933
2S+1: 1
SMILES string: CNC(=O)CN.O

Last column: Löwdin charge in e.
CARTESIAN COORDINATES (ANGSTROEM)
O 0.439 0.671 -3.587  -0.062
O -0.699 -1.133 2.288  0.049
N -1.026 1.752 0.448  0.006
N 0.421 -0.660 0.358  0.004
C -0.460 1.184 1.652  -0.192
C 0.655 -2.058 0.073  -0.080
C -0.282 -0.325 1.481  -0.501
H -1.033 1.352 2.547  0.105
H -0.710 2.667 0.185  0.068
H 1.686 -2.190 -0.245  0.074
H 0.197 -0.208 -3.887  0.029
H 1.403 0.718 -3.562  0.035
H 0.521 1.612 1.835  0.119
H 0.001 -2.508 -0.667  0.081
H 0.606 -2.584 1.018  0.078
H -2.035 1.696 0.446  0.079
H 0.317 0.015 -0.383  0.109

---

Entry 5:
DFT (ωB97M-V/def2-TZVPD) results for C26H25AsNOPtS as an isolated structure.

Summary:
<S²>: 6.038
2S+1: 5
Electronic energy (hartree): -3887.92294
Net charge: +3

Last column: Löwdin spin population.
CARTESIAN COORDINATES (ANGSTROEM)
Pt 0.125 -1.430 0.323  1.487
As -1.374 -3.286 1.043  0.243
S -1.774 -0.184 -0.494  0.731
O 1.205 -0.551 1.919  0.170
N 1.531 -1.569 -1.217  0.213
C -0.904 -5.008 0.456  0.051
C 3.150 0.551 0.831  0.002
C -2.703 -1.973 4.720  0.001
C -3.017 -1.341 -0.471  0.173
C 2.404 0.614 -0.512  0.011
C 2.672 -0.566 1.737  0.018
C 2.518 -0.648 -1.320  0.025
C 3.591 -0.902 -2.159  0.010
C -4.059 -3.457 0.069  0.047
C -1.419 -5.535 -0.733  0.024
C -2.790 -3.147 5.465  0.041
C -2.948 -2.656 0.095  0.124
C 0.034 -5.714 1.222  0.025
C -5.252 -3.003 -0.533  0.194
C -5.333 -1.731 -1.101  0.000
C -1.035 -6.807 -1.120  0.003
C 2.572 -2.970 -2.825  0.008
C 3.622 -2.061 -2.916  0.005
C -2.247 -2.024 3.418  0.030
C -2.423 -4.370 4.913  0.009
C -1.886 -3.261 2.866  0.073
C 1.546 -2.703 -1.955  0.037
C -0.129 -7.527 -0.347  0.042
C -1.953 -4.440 3.612  0.024
C 0.408 -6.983 0.817  0.001
C -4.241 -0.901 -1.065  0.128
H 1.115 -7.551 1.405  0.000
H 2.769 1.452 -1.104  0.001
H 4.454 -2.254 -3.580  0.001
H -3.154 -3.109 6.483  0.002
H 0.716 -3.386 -1.826  0.008
H 4.384 -0.169 -2.233  0.002
H -6.255 -1.396 -1.558  -0.002
H 3.043 1.517 1.330  0.001
H -6.118 -3.655 -0.543  0.008
H 0.167 -8.521 -0.658  0.002
H 4.221 0.401 0.681  0.001
H -2.508 -5.275 5.499  0.000
H -4.294 0.097 -1.484  0.005
H -2.995 -1.029 5.160  0.000
H 3.119 -0.501 2.727  0.006
H -2.122 -4.977 -1.337  0.000
H 0.929 0.305 2.284  0.004
H -4.043 -4.440 0.524  0.001
H 1.346 0.824 -0.333  0.003
H -1.682 -5.395 3.184  0.001
H 2.554 -3.874 -3.416  0.001
H 0.455 -5.289 2.126  0.000
H -1.445 -7.242 -2.022  0.000
H 2.883 -1.557 1.337  0.004
H -2.195 -1.114 2.829  0.003

---

Entry 6:
DFT (ωB97M-V/def2-TZVPD) results for one molecule with the formula C4H14N2Si in a non-equilibrium geometry.

Summary:
Energy relative to the best compared isomer or geometry (same formula, charge and spin) (eV): 1.616
2S+1: 1
SMILES string: CN[Si@@H](C)N(C)C

Last column: Löwdin charge in e.
CARTESIAN COORDINATES (ANGSTROEM)
Si -0.045 -0.644 -0.397  0.572
N -0.603 1.155 0.072  -0.321
N 1.580 -1.189 -0.087  -0.219
C 2.887 -0.864 -0.754  -0.169
C -1.166 -1.878 0.511  -0.217
C -1.009 1.450 1.455  -0.169
C -1.264 2.054 -0.916  -0.181
H -0.315 -0.952 -1.743  -0.029
H 3.557 -1.699 -0.533  0.057
H -1.059 3.069 -0.537  0.066
H 3.400 0.111 -0.291  0.111
H 2.825 -0.939 -1.812  0.041
H -0.590 -2.778 0.543  -0.004
H -2.019 1.315 1.593  0.043
H -0.643 2.454 1.607  0.069
H -0.698 1.990 -1.799  0.032
H -2.401 2.032 -1.230  0.105
H -0.542 0.799 2.212  0.077
H -1.564 -1.394 1.478  0.044
H -2.119 -2.157 0.039  0.022
H 1.788 -1.936 0.589  0.068